No. 1
Molecular formula: C19H38BIN5O
Method: DFT, ωB97M-V/def2-TZVPD

Properties
strongest force on any atom = 6.4 eV/A
net charge = +1
Kohn-Sham gap = 0.33655 Ha

Atoms and positions in Å:
C -0.603 3.760 -1.565
C -2.167 3.314 -1.380
C -2.648 2.225 -2.474
C -2.650 0.689 -1.978
C -1.428 0.605 -0.892
N -0.529 0.545 -0.087
C -2.146 -0.214 -3.205
I -3.003 0.230 -5.162
C -2.204 -1.805 -3.009
C -0.918 -2.437 -2.251
C -3.959 0.208 -1.196
C -4.592 1.385 -0.258
N -4.893 2.425 0.286
C -3.701 -0.992 -0.109
N -3.492 -0.443 1.295
B -5.250 -0.174 -2.173
N -5.859 -1.527 -2.305
O -5.781 0.918 -2.993
H -0.333 3.816 -2.676
H 0.092 3.109 -0.934
H -0.539 4.835 -1.131
H -2.436 3.066 -0.299
H -2.761 4.281 -1.632
H -1.838 2.289 -3.306
H -3.637 2.525 -2.962
H -1.016 0.036 -3.320
H -2.191 -2.271 -4.071
H -3.133 -2.213 -2.487
H 0.081 -2.103 -2.701
H -0.979 -3.590 -2.344
H -0.881 -2.197 -1.131
H -4.627 -1.686 -0.008
H -2.825 -1.672 -0.370
H -4.323 -0.609 1.878
H -2.660 -0.940 1.645
H -6.725 -1.525 -1.722
H -5.236 -2.290 -2.007
H -6.555 1.320 -2.537
C 6.272 0.627 4.164
C 5.026 -0.255 4.208
C 4.786 -1.052 2.920
N 3.883 -0.350 1.895
C 4.304 1.076 1.637
C 3.931 -1.126 0.567
C 2.836 -2.160 0.689
C 1.728 -1.425 1.414
C 2.408 -0.417 2.332
H 6.161 1.484 3.499
H 6.485 1.021 5.161
H 7.147 0.057 3.838
H 4.152 0.334 4.496
H 5.186 -0.982 5.012
H 4.294 -1.998 3.161
H 5.734 -1.278 2.423
H 5.357 1.075 1.351
H 4.129 1.663 2.536
H 3.693 1.480 0.826
H 3.709 -0.424 -0.242
H 4.927 -1.547 0.421
H 3.178 -3.019 1.274
H 2.515 -2.528 -0.287
H 1.087 -2.111 1.972
H 1.090 -0.897 0.698
H 2.362 -0.718 3.380
H 1.965 0.575 2.225

***

No. 2
Molecular formula: C24H60AlF2NO20P4S2
Method: DFT, ωB97M-V/def2-TZVPD

Properties
ΔE to the lowest compared entry with this formula, charge and spin = 261.9 kJ/mol
strongest force on any atom = 12.9 eV/A
net charge = +2
Kohn-Sham gap = 0.03575 Ha

Atoms and positions in Å:
Al -0.306 -2.763 -0.327
N -0.413 -6.499 4.227
S -1.290 -7.096 5.310
O -1.067 -6.855 6.773
O -2.178 -8.206 5.113
F -2.291 -5.837 5.133
S 0.645 -7.833 4.470
O 0.290 -9.047 3.740
O 1.332 -7.862 5.743
F 1.732 -7.159 3.573
C -0.786 -0.099 7.502
C -2.036 0.588 8.116
O -2.400 1.872 7.437
P -3.201 1.839 6.039
O -2.445 1.410 4.861
O -4.665 1.148 6.308
C -5.222 1.167 7.605
C -6.522 1.990 7.578
O -3.730 3.419 5.995
C -4.589 4.003 4.994
C -4.440 5.459 5.090
H -0.998 -0.417 6.481
H 0.042 0.600 7.379
H -0.479 -0.922 8.147
H -2.906 -0.055 7.991
H -1.988 0.743 9.194
H -5.417 0.151 7.947
H -4.565 1.722 8.275
H -6.357 2.986 7.167
H -7.234 1.487 6.924
H -7.029 2.063 8.540
H -4.395 3.644 3.983
H -5.647 3.745 5.039
H -3.399 5.770 5.179
H -5.062 5.959 4.347
H -4.782 5.664 6.104
C 8.174 -3.012 5.721
C 7.618 -2.514 4.363
O 7.805 -1.088 4.181
P 7.388 -0.314 2.783
O 5.939 -0.553 2.422
O 7.839 1.261 3.013
C 9.193 1.705 3.243
C 9.309 3.119 2.637
O 8.425 -0.883 1.631
C 8.306 -0.448 0.287
C 9.723 0.044 -0.114
H 7.924 -2.445 6.618
H 8.013 -4.083 5.839
H 9.262 -2.998 5.660
H 8.127 -2.931 3.494
H 6.545 -2.670 4.476
H 9.239 1.637 4.330
H 9.892 0.917 2.963
H 9.396 3.059 1.552
H 8.372 3.593 2.931
H 10.177 3.611 3.077
H 8.027 -1.361 -0.238
H 7.423 0.184 0.187
H 9.741 0.084 -1.203
H 10.127 1.004 0.208
H 10.514 -0.647 0.177
C -9.065 -4.876 -6.138
C -7.657 -4.651 -5.618
O -6.919 -5.546 -6.460
P -5.335 -5.187 -6.753
O -4.477 -4.873 -5.550
O -4.932 -6.637 -7.438
C -5.722 -7.304 -8.404
C -6.618 -8.462 -7.973
O -5.406 -4.143 -8.042
C -4.354 -3.201 -8.212
C -4.660 -2.087 -9.191
H -9.754 -4.295 -5.524
H -9.052 -4.535 -7.173
H -9.305 -5.938 -6.099
H -7.488 -3.578 -5.706
H -7.706 -4.865 -4.550
H -6.274 -6.595 -9.020
H -5.158 -7.738 -9.230
H -7.007 -9.070 -8.790
H -6.007 -9.138 -7.376
H -7.558 -8.142 -7.522
H -4.020 -2.749 -7.279
H -3.506 -3.721 -8.658
H -5.041 -2.558 -10.098
H -5.582 -1.666 -8.790
H -3.913 -1.319 -9.391
C 5.434 5.713 -4.767
C 4.019 6.037 -4.277
O 3.530 4.962 -3.453
P 1.986 4.964 -2.953
O 1.503 3.635 -2.485
O 1.145 5.603 -4.174
C 0.457 4.799 -5.124
C -0.987 5.214 -4.876
O 2.151 6.179 -1.827
C 1.060 6.666 -1.077
C 0.150 7.428 -1.964
H 6.116 5.415 -3.969
H 5.360 4.818 -5.385
H 5.805 6.585 -5.305
H 3.988 6.935 -3.660
H 3.357 6.175 -5.132
H 0.795 5.030 -6.134
H 0.531 3.723 -4.970
H -1.561 4.699 -5.646
H -1.359 4.910 -3.898
H -1.233 6.271 -4.973
H 0.446 5.809 -0.801
H 1.356 7.156 -0.150
H -0.829 6.994 -2.167
H -0.065 8.222 -1.248
H 0.666 7.878 -2.812

***

No. 3
Molecular formula: C3H7NO2
Method: DFT, ωB97M-V/def2-TZVPD

Properties
ΔE to the lowest compared entry with this formula, charge and spin = 179.9 kJ/mol
spin multiplicity = 2
strongest force on any atom = 1.4 eV/A
net charge = +1
Kohn-Sham gap (alpha / beta) = 0.30675 / 0.10666 Ha

Atoms and positions in Å:
O 1.970 -1.643 -1.170
C 1.853 -0.552 -0.671
C 3.059 0.113 -0.121
H 0.836 -0.109 -0.668
H 3.149 -0.013 0.964
H 2.955 1.197 -0.219
H 3.949 -0.253 -0.612
C -3.011 0.850 0.393
N -2.945 -0.503 0.460
O -2.106 1.603 0.692
H -3.969 1.287 0.057
H -3.729 -1.110 0.371
H -2.008 -0.867 0.524

***

No. 4
Molecular formula: C5H7N3O
Method: DFT, ωB97M-V/def2-TZVPD

Properties
ΔE to the lowest compared entry with this formula, charge and spin = 257.5 kJ/mol
strongest force on any atom = 12.6 eV/A
Kohn-Sham gap = 0.33081 Ha
SMILES string = CC(=O)Nc1ncc[nH]1

Atoms and positions in Å:
C -0.686 2.224 2.214
C -0.573 0.950 1.472
O -0.790 -0.150 1.958
N -0.131 1.025 0.092
C 0.213 -0.013 -0.739
N -0.336 -0.241 -1.913
C 0.294 -1.419 -2.398
C 1.056 -1.916 -1.321
N 0.975 -1.043 -0.273
H -1.183 2.101 3.414
H 0.187 2.752 2.479
H -1.230 2.893 1.621
H 0.287 2.132 -0.149
H 0.115 -1.845 -3.198
H 1.393 -2.898 -1.399
H 1.369 -1.080 0.850

***

No. 5
Molecular formula: C20H24N7OReS
Method: DFT, ωB97M-V/def2-TZVPD

Properties
ΔE to the lowest compared entry with this formula, charge and spin = 65.2 kJ/mol
spin multiplicity = 2
strongest force on any atom = 1.7 eV/A
net charge = +3
Kohn-Sham gap (alpha / beta) = 0.19077 / 0.20679 Ha

Atoms and positions in Å:
Re 0.784 -0.867 0.820
C 0.131 1.815 4.166
C 0.425 0.677 3.272
N 0.575 0.798 1.974
N 0.402 2.014 1.375
C 0.483 1.858 0.093
O 0.632 0.599 -0.369
C 0.421 2.953 -0.856
C 0.137 4.247 -0.416
C 0.082 5.283 -1.330
C 0.321 5.035 -2.677
C 0.609 3.750 -3.121
C 0.655 2.706 -2.215
C 0.563 -0.696 3.744
C 0.499 -1.051 5.081
C 0.674 -2.378 5.446
C 0.905 -3.319 4.454
C 0.936 -2.916 3.132
N 0.768 -1.632 2.770
H -0.013 2.730 3.603
H 0.960 1.950 4.867
H -0.761 1.602 4.760
H -0.043 4.436 0.634
H -0.142 6.287 -0.998
H 0.286 5.850 -3.387
H 0.803 3.574 -4.170
H 0.892 1.703 -2.545
H 0.319 -0.292 5.829
H 0.627 -2.672 6.486
H 1.045 -4.366 4.686
H 1.076 -3.637 2.337
C -2.281 -4.014 -4.548
C -2.031 -2.923 -3.572
C -2.591 -1.662 -3.617
C -2.297 -0.738 -2.614
N -1.462 -1.060 -1.597
C -0.943 -2.246 -1.582
S 0.119 -2.805 -0.255
N -1.201 -3.177 -2.527
C -2.895 0.621 -2.608
H -2.629 -3.601 -5.491
H -3.060 -4.674 -4.156
H -1.383 -4.606 -4.725
H -3.258 -1.401 -4.427
H -0.775 -4.097 -2.450
H -2.770 1.096 -3.581
H -2.448 1.235 -1.832
H -3.971 0.543 -2.430
N 3.478 0.237 0.299
N 2.867 -0.890 0.991
H 4.292 -0.096 -0.210
H 3.771 0.915 0.995
H 3.211 -0.953 1.955
H 3.204 -1.744 0.539

***

no.,E (Eh)
1,-1418.02603
2,-5113.24291
3,-323.36271
4,-434.14625
5,-1710.55835